One molecule with the formula C23H27FN2O2, computed with wB97M-V/def2-TZVPD.

Geometry (Å):
F1 3.675 0.226 -0.632
O1 -2.357 -1.141 1.000
O2 0.302 2.862 -3.151
N1 -0.547 4.360 -1.710
N2 0.059 -4.671 1.434
C1 -2.165 1.916 -0.894
C2 -2.625 0.847 -0.158
C3 2.636 -2.480 1.517
C4 0.044 1.004 -0.817
C5 -0.326 -3.909 2.599
C6 2.059 -3.352 0.599
C7 -0.298 3.096 -2.115
C8 3.142 -0.947 -0.231
C9 1.460 -4.663 1.062
C10 -0.920 -4.586 0.375
C11 2.584 -1.794 -1.172
C12 -0.314 6.122 -0.194
C13 -1.756 -0.162 0.272
C14 -1.021 4.785 -0.410
C15 -0.691 -2.444 2.311
C16 -0.819 2.006 -1.237
C17 -1.789 -2.420 1.244
C18 -1.319 -3.154 -0.013
C19 -0.020 5.479 -2.478
C20 -0.407 -0.059 -0.055
C21 2.048 -2.996 -0.746
C22 -0.286 6.704 -1.606
C23 3.178 -1.273 1.112
H1 0.309 -0.796 0.268
H2 -2.109 4.933 -0.430
H3 0.476 7.470 -1.732
H4 1.621 -3.672 -1.473
H5 -0.786 4.043 0.355
H6 -3.669 0.758 0.100
H7 2.574 -1.509 -2.212
H8 2.668 -2.749 2.562
H9 2.017 -5.013 1.937
H10 -0.473 -2.641 -0.466
H11 -2.129 -3.182 -0.745
H12 -1.205 -4.405 3.031
H13 0.703 5.951 0.161
H14 1.049 5.322 -2.655
H15 -0.514 5.530 -3.452
H16 3.626 -0.592 1.819
H17 0.191 -1.901 1.976
H18 -1.058 -1.968 3.222
H19 -2.652 -2.970 1.650
H20 -0.834 6.758 0.519
H21 -0.540 -5.118 -0.499
H22 -2.860 2.670 -1.233
H23 -1.258 7.136 -1.848
H24 -1.817 -5.112 0.726
H25 1.579 -5.408 0.270
H26 0.481 -3.957 3.331
H27 1.087 1.066 -1.087

## Properties
Charge   0
Orbital gap   0.33571 Ha



One molecule with the formula C23H27N3O5S at a distorted geometry, computed with wB97M-V/def2-TZVPD.

Geometry (Å):
S1 -2.648 3.400 1.799
O1 -0.121 0.509 -3.955
O2 -2.706 4.712 1.215
O3 -3.872 2.778 2.214
O4 3.044 -2.790 -1.048
O5 1.648 5.003 3.125
N1 -1.645 3.391 3.146
N2 0.087 -0.387 -1.865
N3 1.038 -3.259 -2.073
C1 1.019 -1.591 -3.742
C2 0.359 -2.908 -3.308
C3 -0.713 4.490 3.298
C4 -0.637 0.251 0.314
C5 2.417 -1.702 -3.132
C6 -1.265 1.126 1.177
C7 1.851 6.095 2.251
C8 -0.975 -6.068 -0.771
C9 0.500 -4.215 -1.190
C10 2.250 -2.640 -1.944
C11 0.265 -0.367 -3.218
C12 -1.808 2.295 0.679
C13 0.572 4.474 1.068
C14 -1.745 2.592 -0.668
C15 0.304 -5.148 1.016
C16 0.620 4.190 2.585
C17 -0.560 0.541 -1.051
C18 0.857 -4.220 0.157
C19 -1.120 1.720 -1.541
C20 -0.425 -5.148 -1.645
C21 -0.621 -6.085 0.571
C22 1.680 5.511 0.850
C23 -1.205 -7.085 1.520
H1 -0.401 4.879 0.799
H2 -1.616 -6.585 2.396
H3 0.744 3.571 0.486
H4 3.122 -2.158 -3.830
H5 -0.432 -7.772 1.863
H6 0.891 3.150 2.802
H7 1.046 -1.494 -4.829
H8 1.106 6.881 2.439
H9 -2.216 3.222 3.959
H10 -1.337 0.920 2.232
H11 2.836 -0.748 -2.813
H12 -0.717 -5.173 -2.684
H13 1.412 6.266 0.115
H14 -0.494 4.629 4.359
H15 0.460 -1.182 -1.363
H16 -2.182 3.513 -1.020
H17 -1.149 5.413 2.901
H18 0.519 -3.681 -4.070
H19 2.604 5.024 0.539
H20 -1.993 -7.662 1.044
H21 2.848 6.490 2.448
H22 -1.689 -6.786 -1.145
H23 -0.204 -0.665 0.691
H24 0.595 -5.141 2.056
H25 -1.064 1.940 -2.594
H26 1.581 -3.512 0.525
H27 -0.715 -2.802 -3.137

## Properties
Charge   0
Orbital gap   0.34051 Ha



One molecule with the formula C23H27N3O6S at a distorted geometry, computed with wB97M-V/def2-TZVPD.

Geometry (Å):
S1 2.465 -0.803 -0.625
O1 2.608 -0.402 -1.986
O2 1.733 -2.022 -0.350
O3 -0.469 0.752 2.706
O4 5.895 -1.619 1.110
O5 -5.185 -0.065 1.557
O6 -3.676 -3.160 -1.578
N1 1.864 0.470 0.263
N2 -0.416 -0.960 1.184
N3 6.140 -0.360 0.662
C1 -0.147 4.944 -0.106
C2 4.652 -1.985 0.777
C3 0.012 0.833 -1.284
C4 -3.316 -2.301 -0.586
C5 -1.952 1.096 -2.799
C6 1.629 0.182 1.670
C7 -4.098 -0.694 1.038
C8 5.067 0.062 0.055
C9 -2.791 -0.473 1.462
C10 4.936 1.393 -0.573
C11 0.868 2.665 0.016
C12 -0.953 1.662 -1.838
C13 -4.986 0.867 2.596
C14 -2.009 -2.086 -0.168
C15 4.063 -0.949 0.100
C16 0.121 0.026 1.936
C17 4.155 -3.325 1.157
C18 0.912 1.330 -0.356
C19 -2.667 -3.894 -2.231
C20 -4.356 -1.603 0.018
C21 -1.759 -1.168 0.849
C22 -0.090 3.508 -0.531
C23 -0.994 2.994 -1.450
H1 4.821 -4.092 0.767
H2 -0.835 5.508 -0.730
H3 -1.175 -2.602 -0.616
H4 -2.532 1.884 -3.271
H5 -1.951 -3.236 -2.734
H6 -0.483 5.012 0.928
H7 -2.636 0.431 -2.270
H8 0.237 -1.510 0.626
H9 2.164 -0.737 1.918
H10 -3.180 -4.502 -2.974
H11 -2.131 -4.547 -1.535
H12 4.132 -3.423 2.242
H13 -4.539 0.396 3.476
H14 4.508 1.280 -1.567
H15 3.157 -3.461 0.751
H16 4.256 2.010 0.012
H17 -1.450 0.515 -3.570
H18 0.061 -0.206 -1.573
H19 -5.978 1.239 2.849
H20 2.009 1.001 2.288
H21 -2.554 0.229 2.240
H22 1.568 3.043 0.745
H23 -4.355 1.700 2.273
H24 -5.369 -1.769 -0.308
H25 0.839 5.401 -0.167
H26 -1.750 3.644 -1.868
H27 5.908 1.876 -0.627

## Properties
Charge   0
Orbital gap   0.32057 Ha



One molecule with the formula C23H27N3O7S2 at a distorted geometry, computed with wB97M-V/def2-TZVPD.

Geometry (Å):
S1 0.111 1.035 2.092
S2 0.989 -1.574 0.107
O1 0.217 2.361 2.647
O2 0.786 -0.016 2.818
O3 -5.969 0.347 -2.328
O4 -0.345 -1.402 0.617
O5 1.017 -2.192 -1.209
O6 1.828 4.647 0.515
O7 -1.805 -1.914 -2.151
N1 2.638 1.954 -0.747
N2 -0.209 3.770 0.074
N3 -0.871 2.720 -0.418
C1 -2.498 -0.779 -1.941
C2 2.704 0.570 -0.869
C3 3.715 0.007 -1.686
C4 1.968 -2.490 1.323
C5 3.889 -1.472 -1.781
C6 1.328 -3.841 1.585
C7 -1.668 0.679 1.974
C8 -4.639 0.337 -2.048
C9 -4.067 1.503 -1.549
C10 -3.863 -0.795 -2.238
C11 3.481 2.788 -1.409
C12 1.591 -4.828 0.454
C13 -2.708 1.529 -1.255
C14 -3.621 0.066 3.429
C15 1.697 0.042 -0.047
C16 4.433 2.262 -2.222
C17 1.036 1.122 0.551
C18 -2.127 0.369 3.386
C19 4.552 0.864 -2.354
C20 1.627 2.292 0.102
C21 -1.925 0.391 -1.465
C22 1.142 3.676 0.291
C23 -2.106 2.735 -0.714
H1 -4.298 -1.709 -2.616
H2 4.530 -1.724 -2.621
H3 -1.894 1.222 4.026
H4 2.656 -5.030 0.362
H5 0.254 -3.682 1.700
H6 -3.931 -0.162 4.446
H7 1.232 -4.424 -0.489
H8 -2.126 1.581 1.585
H9 -6.236 -0.518 -2.664
H10 -4.195 0.920 3.077
H11 -0.665 4.668 0.246
H12 -0.897 -1.864 -1.805
H13 4.357 -1.847 -0.871
H14 2.928 -1.966 -1.896
H15 5.330 0.463 -2.985
H16 -1.559 -0.488 3.750
H17 -4.692 2.368 -1.399
H18 1.923 -1.838 2.193
H19 -0.872 0.427 -1.237
H20 2.981 -2.571 0.940
H21 -3.852 -0.786 2.795
H22 1.712 -4.245 2.526
H23 -1.806 -0.158 1.302
H24 5.109 2.913 -2.751
H25 1.080 -5.768 0.647
H26 -2.747 3.611 -0.568
H27 3.352 3.843 -1.228

## Properties
Charge   0
Orbital gap   0.30982 Ha



C23H27N3OPSeSn as an isolated structure, computed with wB97M-V/def2-TZVPD.

Geometry (Å):
Sn1 1.787 -0.886 -0.871
Se1 3.903 0.455 -0.002
P1 -0.547 0.179 1.280
O1 -0.039 -0.906 0.303
N1 1.545 -3.109 -2.218
N2 0.825 0.118 -2.920
N3 6.035 2.031 1.410
C1 1.240 2.212 1.967
C2 -3.417 -2.159 2.883
C3 2.389 2.663 2.600
C4 5.213 1.428 0.866
C5 -1.691 1.229 -0.988
C6 3.094 1.816 3.441
C7 -3.588 -1.612 4.149
C8 0.419 -1.410 -4.872
C9 -1.410 1.451 0.360
C10 1.498 0.065 3.056
C11 -0.198 -0.580 -3.750
C12 -2.528 3.582 0.231
C13 -1.869 0.008 3.703
C14 -2.474 -1.625 2.021
C15 -1.850 2.626 0.972
C16 0.787 0.911 2.192
C17 -2.378 2.186 -1.725
C18 1.934 -3.147 -3.653
C19 0.753 -2.872 -4.575
C20 -1.696 -0.540 2.431
C21 2.647 0.520 3.675
C22 -2.819 -0.531 4.559
C23 -2.784 3.365 -1.117
H1 1.573 0.467 -3.516
H2 -0.138 -3.377 -4.182
H3 3.200 -0.134 4.336
H4 2.724 -2.408 -3.812
H5 0.713 2.872 1.291
H6 2.225 -3.638 -1.678
H7 2.356 -4.122 -3.894
H8 4.007 2.163 3.907
H9 -2.330 -2.052 1.036
H10 0.665 -3.603 -2.087
H11 1.147 -0.943 3.245
H12 -0.803 -1.212 -3.094
H13 0.971 -3.354 -5.529
H14 0.403 0.953 -2.516
H15 -2.609 2.007 -2.768
H16 -2.954 -0.112 5.547
H17 -0.867 0.162 -4.186
H18 -2.858 4.497 0.705
H19 -1.400 0.289 -1.441
H20 2.749 3.666 2.416
H21 -4.320 -2.037 4.824
H22 1.314 -0.900 -5.246
H23 -0.291 -1.404 -5.700
H24 -3.315 4.113 -1.692
H25 -4.021 -3.000 2.570
H26 -1.257 0.840 4.030
H27 -1.667 2.797 2.026

## Properties
Charge   +1
Orbital gap   0.28043 Ha



C23H27O20Pd2 as an isolated structure at a distorted geometry, computed with wB97M-V/def2-TZVPD.

Geometry (Å):
Pd1 -0.147 1.767 2.790
Pd2 1.616 3.942 0.275
O1 -3.135 -0.607 3.832
O2 0.622 -4.772 0.019
O3 3.914 1.367 -1.743
O4 -2.038 0.794 2.463
O5 -2.783 1.438 -2.669
O6 0.699 -0.451 2.960
O7 -4.255 0.631 2.402
O8 -2.608 1.157 -4.890
O9 -0.230 1.143 4.918
O10 5.488 2.455 -2.945
O11 0.808 1.111 -5.873
O12 -4.610 1.054 -3.872
O13 1.414 -1.678 8.176
O14 1.968 3.013 -6.193
O15 0.304 2.331 0.762
O16 0.155 2.587 -7.444
O17 -0.175 -4.997 -2.068
O18 5.512 0.222 -2.760
O19 -0.183 -2.980 -1.044
O20 2.551 -3.197 6.257
C1 -5.034 0.875 -2.511
C2 1.908 1.020 -4.997
C3 0.898 2.266 -6.590
C4 -3.066 0.300 2.856
C5 3.724 0.008 -1.293
C6 -3.269 1.186 -3.914
C7 -3.850 1.433 -1.715
C8 1.893 -2.251 5.926
C9 0.363 -2.489 0.175
C10 0.248 1.171 -0.047
C11 0.383 0.106 5.261
C12 2.459 2.461 -4.990
C13 0.069 -4.317 -1.132
C14 4.809 -0.772 -2.044
C15 0.650 1.432 -1.478
C16 -4.480 -0.884 4.135
C17 0.469 -0.214 6.643
C18 0.966 -0.735 4.189
C19 1.276 -1.357 7.024
C20 1.715 -1.838 4.533
C21 0.489 -3.752 1.014
C22 -5.286 0.167 3.346
C23 5.028 1.454 -2.517
H1 0.931 0.416 0.374
H2 -4.746 -0.745 5.185
H3 1.956 2.898 -4.115
H4 0.148 0.481 7.406
H5 5.426 -1.361 -1.371
H6 -5.155 -0.196 -2.330
H7 2.712 -0.346 -1.469
H8 1.253 -3.795 1.783
H9 -0.455 -3.968 1.529
H10 -0.748 0.716 -0.007
H11 3.857 0.097 -0.213
H12 -6.077 -0.189 2.699
H13 -5.532 1.052 3.926
H14 0.037 2.250 -1.876
H15 0.586 0.507 -2.046
H16 -4.059 2.435 -1.333
H17 -4.846 -1.892 3.942
H18 1.640 1.886 -1.621
H19 2.687 0.319 -5.307
H20 -3.511 0.837 -0.869
H21 1.347 -2.019 0.113
H22 -0.395 -1.822 0.578
H23 2.118 -2.478 3.760
H24 4.351 -1.434 -2.779
H25 3.530 2.544 -4.834
H26 1.684 0.827 -3.950
H27 -5.987 1.380 -2.402

## Properties
Charge   +1
Orbital gap (spin up / spin down)   0.28146 / 0.21078 Ha
Spin multiplicity   5



C23H28CoF4N6O4S as an isolated structure at a distorted geometry, computed with wB97M-V/def2-TZVPD.

Geometry (Å):
Co1 0.808 -2.343 -1.971
S1 1.906 -4.696 -1.924
F1 3.596 -6.491 -3.940
F2 2.580 -7.127 -5.739
F3 1.632 -7.403 -3.814
F4 2.249 2.387 1.788
O1 0.507 -0.513 -2.572
O2 -3.179 -3.362 -0.889
O3 -1.138 -3.165 -1.796
O4 0.711 -1.921 -0.157
N1 0.057 3.527 3.098
N2 -2.482 -0.419 1.837
N3 3.368 -0.310 -2.044
N4 0.595 5.977 4.358
N5 3.052 -1.727 -2.034
N6 0.989 -3.130 -3.740
C1 0.986 0.522 1.102
C2 0.149 5.927 2.924
C3 0.558 3.533 4.458
C4 0.066 4.805 5.135
C5 -0.320 -1.409 0.329
C6 1.536 -4.361 -3.550
C7 0.829 -3.483 -6.084
C8 -1.317 0.317 1.826
C9 1.748 -5.195 -4.679
C10 1.385 -4.749 -5.933
C11 -2.023 -2.931 -0.932
C12 0.659 -2.708 -4.954
C13 0.629 4.614 2.324
C14 -0.752 0.033 -2.758
C15 -4.570 0.887 2.209
C16 -0.007 2.253 2.453
C17 -3.564 -0.121 2.764
C18 2.382 -6.543 -4.525
C19 -2.634 -1.448 0.945
C20 -1.199 1.540 2.486
C21 -1.642 -1.937 0.170
C22 -0.216 -0.186 1.096
C23 1.074 1.706 1.776
H1 1.661 3.500 4.504
H2 -1.251 0.285 -1.798
H3 -4.075 1.813 1.915
H4 0.178 2.666 4.995
H5 3.088 0.032 -1.137
H6 -1.020 4.847 5.086
H7 3.495 -2.126 -2.853
H8 0.553 6.789 2.396
H9 -4.074 -1.055 2.993
H10 -5.328 1.116 2.959
H11 -3.126 0.242 3.695
H12 0.534 -3.107 -7.054
H13 -1.440 -0.640 -3.298
H14 -5.061 0.477 1.326
H15 0.310 6.854 4.790
H16 0.396 4.884 6.169
H17 0.286 4.544 1.293
H18 -3.626 -1.876 0.854
H19 0.255 -1.704 -5.011
H20 1.617 5.932 4.374
H21 3.507 -2.147 -1.234
H22 -0.686 0.972 -3.337
H23 2.670 0.079 -2.671
H24 1.825 0.108 0.564
H25 1.545 -5.382 -6.795
H26 -2.032 1.985 3.011
H27 1.730 4.601 2.306
H28 -0.939 5.962 2.917

## Properties
Charge   0
Orbital gap (spin up / spin down)   0.13389 / 0.14045 Ha
Spin multiplicity   4



C23H28F9O3Ti as an isolated structure at a distorted geometry, computed with wB97M-V/def2-TZVPD.

Geometry (Å):
Ti1 -0.342 -0.627 1.841
F1 1.416 3.232 2.218
F2 3.121 2.441 4.392
F3 -0.779 1.959 5.439
F4 0.962 3.917 4.248
F5 2.949 1.204 2.585
F6 2.845 0.273 4.555
F7 0.306 0.075 5.584
F8 -0.625 3.111 2.957
F9 1.279 1.932 6.209
O1 0.075 -0.426 -3.983
O2 0.535 0.378 0.193
O3 0.343 0.594 3.020
C1 -2.264 -1.080 3.064
C2 2.486 1.378 3.850
C3 1.279 -1.693 -5.693
C4 -2.613 -0.304 0.912
C5 -2.255 0.815 1.730
C6 0.675 2.971 3.327
C7 -0.855 0.658 -1.660
C8 -0.112 -0.408 -0.895
C9 -0.069 0.914 -4.587
C10 1.706 -1.559 2.467
C11 0.628 1.802 -0.270
C12 -2.617 -1.471 1.730
C13 -2.092 0.338 3.066
C14 0.010 -0.954 -5.347
C15 -1.247 -1.775 -5.576
C16 0.349 -2.838 1.103
C17 0.450 1.391 5.290
C18 0.709 -2.169 3.289
C19 0.954 1.542 3.838
C20 0.237 1.732 -1.723
C21 1.473 -1.943 1.115
C22 -0.123 -2.969 2.443
C23 -0.061 0.438 -6.025
H1 -1.680 1.068 -1.065
H2 2.145 -1.068 -5.449
H3 -0.116 2.376 0.291
H4 -2.135 -1.205 -5.263
H5 2.565 -1.006 2.807
H6 -0.007 -3.390 0.236
H7 -2.950 -0.246 -0.125
H8 -2.942 -2.463 1.410
H9 -1.018 1.377 -4.288
H10 1.291 -1.969 -6.759
H11 -0.922 -3.630 2.776
H12 -1.338 -2.043 -6.639
H13 -0.779 -1.205 -0.502
H14 0.839 0.740 -6.570
H15 1.330 -2.610 -5.098
H16 -2.276 1.861 1.436
H17 0.703 -0.870 -1.465
H18 2.129 -1.707 0.281
H19 -1.195 -2.693 -4.981
H20 -2.239 -1.718 3.949
H21 -0.992 0.658 -6.556
H22 -0.094 2.677 -2.164
H23 1.085 1.341 -2.298
H24 0.672 -2.121 4.372
H25 0.769 1.565 -4.312
H26 -2.009 0.958 3.947
H27 1.642 2.149 -0.064
H28 -1.210 0.292 -2.614

## Properties
Charge   0
Orbital gap (spin up / spin down)   0.25489 / 0.29214 Ha
Spin multiplicity   2